*P*
Formula: C28H35F21O14
Source: OMol25
Level of theory: ωB97M-V/def2-TZVPD

The HOMO energy comes out at -0.393 hartree. Its spin multiplicity is 1. Its orbital gap is 10.914 eV. Its net charge is 0. Its LUMO energy is 0.2 eV.

Positions of all 98 atoms, in Å:
C 2.155 4.006 -0.238
C 2.877 4.408 1.106
O 4.095 5.156 1.030
C 4.749 5.313 2.134
O 4.359 4.991 3.248
C 6.157 5.960 1.864
F 6.813 5.200 0.968
F 6.003 7.182 1.229
F 6.818 6.120 2.931
H 2.069 4.855 -0.841
H 1.220 3.472 0.071
H 2.912 3.343 -0.726
H 3.100 3.462 1.749
H 2.197 5.065 1.647
C 1.678 -2.565 4.563
C 1.509 -4.039 5.119
O 0.156 -4.388 4.604
C -0.238 -5.764 4.786
O 0.470 -6.611 5.189
C -1.765 -6.030 4.579
F -2.177 -7.227 5.142
F -2.386 -5.013 5.333
F -2.251 -5.855 3.299
H 2.504 -2.382 5.156
H 0.837 -1.869 4.841
H 1.969 -2.263 3.578
H 1.161 -3.891 6.104
H 2.474 -4.642 4.734
C -5.006 -1.148 -0.589
C -5.277 0.039 -1.309
O -5.957 0.868 -0.449
C -6.350 2.166 -0.777
O -5.837 2.861 -1.787
C -7.227 2.716 0.220
F -8.327 3.322 -0.422
F -7.685 1.760 0.996
F -6.556 3.693 0.950
H -4.568 -0.842 0.177
H -4.565 -1.901 -1.273
H -5.997 -1.639 -0.125
H -5.954 -0.133 -2.151
H -4.450 0.570 -1.777
C -2.367 4.088 -7.254
C -1.222 3.946 -6.129
O -1.823 3.413 -4.977
C -1.087 3.243 -3.848
O 0.042 3.601 -3.649
C -1.888 2.685 -2.793
F -3.149 3.220 -2.642
F -2.046 1.321 -2.808
F -1.354 2.885 -1.499
H -3.174 3.291 -7.347
H -1.765 4.319 -8.065
H -2.762 5.288 -7.025
H -0.859 4.935 -6.108
H -0.376 3.390 -6.383
C 1.471 0.274 1.173
C 0.129 0.564 0.635
O -0.616 1.546 1.428
C -1.874 1.694 1.448
O -2.599 0.846 0.818
C -2.458 2.875 2.263
F -1.551 3.880 2.403
F -3.495 3.374 1.580
F -2.854 2.571 3.491
H 1.923 -0.466 0.763
H 1.317 -0.050 2.166
H 2.112 1.288 1.242
H -0.530 -0.532 0.407
H 0.143 1.068 -0.456
C 0.234 -6.328 -3.406
C -0.394 -5.018 -2.747
O -0.423 -4.989 -1.395
C -0.939 -3.856 -0.770
O -1.273 -2.860 -1.386
C -1.058 -3.829 0.752
F -2.380 -3.682 1.134
F -0.593 -4.928 1.401
F -0.368 -2.719 1.240
H 0.383 -6.263 -4.604
H -0.343 -7.158 -3.141
H 1.306 -6.569 -3.065
H -1.349 -4.928 -3.237
H 0.131 -4.300 -3.159
C 5.485 0.770 0.023
C 5.636 -0.751 -0.263
O 4.490 -1.479 0.086
C 4.240 -2.750 -0.302
O 5.014 -3.332 -0.932
C 2.752 -3.232 0.077
F 1.723 -2.843 -0.697
F 2.904 -4.640 -0.059
F 2.527 -2.948 1.303
H 5.469 0.840 1.173
H 4.755 1.237 -0.376
H 6.623 1.407 -0.057
H 6.593 -0.962 0.099
H 5.860 -0.772 -1.405

*Q*
Formula: C28H35F21O14
Source: OMol25
Level of theory: ωB97M-V/def2-TZVPD

The HOMO energy comes out at -0.406 hartree. Its spin multiplicity is 1. Its orbital gap is 11.269 eV. Its net charge is 0. Its LUMO energy is 0.2 eV.

Positions of all 98 atoms, in Å:
C 4.980 1.062 -33.899
C 3.898 2.041 -34.301
O 4.525 3.192 -34.886
C 3.787 4.088 -35.493
O 2.596 4.169 -35.561
C 4.671 5.171 -36.164
F 5.967 5.058 -35.873
F 4.521 5.092 -37.493
F 4.257 6.376 -35.763
H 4.626 0.380 -33.133
H 5.879 1.584 -33.564
H 5.316 0.519 -34.784
H 3.211 2.295 -33.495
H 3.255 1.589 -35.061
C 5.118 8.423 -28.639
C 3.661 8.769 -28.382
O 3.188 9.563 -29.477
C 1.878 9.604 -29.663
O 1.048 9.112 -28.962
C 1.510 10.382 -30.938
F 1.381 9.523 -31.962
F 0.365 11.019 -30.776
F 2.459 11.264 -31.269
H 5.730 9.327 -28.624
H 5.243 7.954 -29.611
H 5.443 7.780 -27.823
H 3.539 9.285 -27.432
H 3.088 7.841 -28.343
C -0.438 4.397 -32.711
C 0.591 3.315 -32.845
O 0.352 2.421 -31.734
C 0.704 1.165 -31.870
O 1.110 0.641 -32.868
C 0.358 0.354 -30.607
F -0.605 -0.517 -30.880
F 1.444 -0.318 -30.208
F -0.043 1.125 -29.596
H -1.432 3.980 -32.562
H -0.441 5.061 -33.575
H -0.215 5.015 -31.839
H 1.600 3.724 -32.802
H 0.518 2.747 -33.771
C 5.385 6.122 -41.966
C 5.382 7.618 -41.731
O 4.901 7.853 -40.401
C 4.913 9.104 -39.989
O 5.326 10.047 -40.599
C 4.178 9.238 -38.642
F 4.753 10.139 -37.851
F 2.916 9.620 -38.916
F 4.099 8.068 -37.987
H 6.084 5.610 -41.306
H 5.653 5.917 -43.001
H 4.382 5.727 -41.794
H 4.706 8.109 -42.433
H 6.384 8.028 -41.859
C 0.295 10.421 -40.534
C 0.823 9.271 -41.349
O 0.783 8.101 -40.505
C 1.304 7.004 -40.999
O 1.806 6.867 -42.077
C 1.302 5.862 -39.956
F 2.527 5.756 -39.427
F 0.427 6.077 -38.963
F 0.993 4.698 -40.538
H 0.093 11.277 -41.190
H 1.082 10.817 -39.899
H -0.638 10.194 -40.029
H 1.872 9.443 -41.597
H 0.263 9.141 -42.274
C 0.745 7.112 -35.400
C 0.770 8.303 -36.321
O 0.496 9.469 -35.499
C 0.471 10.620 -36.127
O 0.631 10.795 -37.302
C 0.065 11.761 -35.179
F 0.764 12.861 -35.427
F -1.231 12.026 -35.353
F 0.253 11.415 -33.893
H -0.235 7.020 -34.936
H 1.530 7.187 -34.646
H 0.969 6.209 -35.971
H -0.027 8.217 -37.060
H 1.725 8.457 -36.813
C -1.724 19.200 -39.088
C -2.092 17.776 -39.419
O -1.404 16.835 -38.593
C -1.953 16.568 -37.423
O -2.980 17.003 -36.994
C -1.039 15.657 -36.573
F -1.764 14.764 -35.904
F -0.114 15.027 -37.280
F -0.419 16.452 -35.675
H -2.102 19.454 -38.095
H -2.184 19.854 -39.828
H -0.653 19.396 -39.047
H -1.863 17.532 -40.454
H -3.170 17.654 -39.304

On energetic grounds, *Q* is preferred over the next structure by 1170.6 kJ/mol.

*P*
Formula: C4H5N
Source: OMol25
Level of theory: ωB97M-V/def2-TZVPD

The HOMO energy comes out at -0.345 hartree. Its spin multiplicity is 1. Its orbital gap is 10.543 eV. Its net charge is 0. Its LUMO energy is 1.1 eV.

Positions of all 10 atoms, in Å:
C 2.304 -0.161 -0.248
C 1.165 -0.180 0.138
C -0.206 -0.329 0.558
C -1.244 0.655 0.132
N -1.205 -0.677 -0.455
H 3.314 -0.132 -0.589
H -0.331 -0.854 1.505
H -0.950 1.518 -0.465
H -2.092 0.822 0.791
H -0.756 -0.661 -1.368

*Q*
Formula: C4H5N
Source: OMol25
Level of theory: ωB97M-V/def2-TZVPD

The HOMO energy comes out at -0.380 hartree. Its spin multiplicity is 1. Its orbital gap is 10.892 eV. Its net charge is 0. Its LUMO energy is 0.6 eV.

Positions of all 10 atoms, in Å:
C -1.245 -0.817 0.280
C -0.063 -0.190 0.298
C 0.266 1.058 -0.617
C 1.144 -0.773 0.897
N 2.137 -1.242 1.273
H -1.406 -1.708 0.827
H -1.985 -0.468 -0.513
H 1.175 0.872 -1.249
H 0.539 1.819 0.023
H -0.562 1.449 -1.219

On energetic grounds, *Q* is preferred over the next structure by 169.5 kJ/mol.

*P*
Formula: C4H5N
Source: OMol25
Level of theory: ωB97M-V/def2-TZVPD

The HOMO energy (alpha / beta) comes out at -0.292 / -0.326 hartree. Its spin multiplicity is 1. Its orbital gap (alpha / beta) is 7.060 / 8.525 eV. Its net charge is 0. Its LUMO energy (alpha / beta) is -0.9 / -0.3 eV.

Positions of all 10 atoms, in Å:
C 1.119 -0.720 0.780
N 1.362 1.058 -0.845
C 0.678 0.228 -0.175
H 0.869 1.474 -1.629
H 2.171 -0.815 1.018
H 0.505 -1.597 0.930
C -0.948 0.234 0.051
C -2.050 0.134 -0.495
H -3.050 0.021 -0.837
H -0.657 -0.018 1.203

*Q*
Formula: C4H5N
Source: OMol25
Level of theory: ωB97M-V/def2-TZVPD

The HOMO energy comes out at -0.283 hartree. Its spin multiplicity is 1. Its orbital gap is 8.466 eV. Its net charge is 0. Its LUMO energy is 0.8 eV.

Positions of all 10 atoms, in Å:
C -0.807 -1.950 -0.873
C -0.624 -0.853 -0.408
C -0.380 0.433 0.226
C 0.715 0.690 1.221
N 0.844 1.097 -0.281
H -0.967 -2.926 -1.276
H -1.254 1.088 0.242
H 1.320 -0.226 1.277
H 0.818 2.094 -0.442
H 1.376 0.569 -0.969

On energetic grounds, *Q* is preferred over the next structure by 93.8 kJ/mol.

*P*
Formula: C5H9P
Source: OMol25
Level of theory: ωB97M-V/def2-TZVPD

The HOMO energy (alpha / beta) comes out at -0.288 / -0.291 hartree. Its spin multiplicity is 1. Its orbital gap (alpha / beta) is 8.083 / 8.012 eV. Its net charge is 0. Its LUMO energy (alpha / beta) is 0.2 / 0.1 eV.

Positions of all 15 atoms, in Å:
C -0.967 -0.508 -0.057
C -1.557 -1.690 0.091
C -0.541 0.515 -0.983
C 0.564 0.109 1.868
C 1.010 0.439 -1.007
P 1.716 0.818 0.655
H -1.308 -2.219 1.013
H -1.998 -2.338 -0.773
H -0.828 0.479 -2.054
H -0.827 1.653 -0.863
H 0.134 0.826 2.536
H 0.795 -0.844 2.243
H 1.277 -0.590 -1.430
H 1.417 1.161 -1.783
H 1.112 2.188 0.545

*Q*
Formula: C5H9P
Source: OMol25
Level of theory: ωB97M-V/def2-TZVPD

The HOMO energy comes out at -0.271 hartree. Its spin multiplicity is 1. Its orbital gap is 8.059 eV. Its net charge is 0. Its LUMO energy is 0.7 eV.

Positions of all 15 atoms, in Å:
C 2.553 -0.892 0.901
C 1.540 -0.371 0.512
C 0.135 2.084 0.759
C -1.509 -1.323 0.551
C -0.194 0.262 -1.667
P 0.003 0.505 0.123
H 3.367 -1.518 1.238
H -0.805 2.674 0.501
H 0.523 2.239 1.805
H -0.789 -2.132 0.530
H -1.955 -1.121 1.470
H -2.182 -1.172 -0.285
H 0.431 1.017 -2.326
H 0.165 -0.762 -2.150
H -1.283 0.510 -1.962

On energetic grounds, *P* is preferred over the next structure by 33.1 kJ/mol.